Record 1
Density functional theory data (the ωB97M-V functional and the def2-TZVPD basis) for a structure of composition C2H2CsLiO6 in a non-equilibrium geometry.

Positions of all 12 atoms, in Å:
O1 1.3072 1.6759 1.6072
C1 2.4334 1.1055 2.0551
O2 2.4349 0.0172 2.6161
O3 3.5481 1.5879 1.4835
H1 0.9289 0.9068 1.1006
H2 3.5575 1.0421 0.6711
Cs1 0.4221 -2.8751 2.2549
Li1 -4.3876 0.2192 -2.9256
O4 -2.3303 -0.0345 -3.0775
O5 -1.7810 -0.9597 -1.2259
O6 -3.5909 -1.7220 -2.2613
C2 -2.5422 -0.9633 -2.2982

Summary:
Energy: -15142.8464 eV
E_LUMO: -1.3 eV
Molecular weight: 261.88 g/mol
Largest force on an atom: 6.2 eV Å⁻¹

Löwdin population analysis, charges in e, atoms 1 to 6: number 1, O, carries 0.130; number 2, C, carries -0.615; number 3, O, carries 0.047; number 4, O, carries 0.121; number 5, H, carries 0.161; number 6, H, carries 0.149



Record 2
Density functional theory data (the ωB97M-V functional and the def2-TZVPD basis) for the molecule C6H14 in a non-equilibrium geometry.

Positions of all 20 atoms, in Å:
C1 -1.4087 1.2404 -0.0084
C2 -0.6719 -0.0535 -0.3513
C3 -1.4771 -1.2340 0.0406
C4 0.7411 -0.0563 0.3056
C5 1.4159 1.3919 -0.0324
C6 1.5415 -1.2712 -0.1045
H1 -1.9201 0.9807 1.0648
H2 -2.3583 1.4218 -0.5531
H3 -0.7916 2.2275 -0.1246
H4 -0.5219 -0.1290 -1.4575
H5 -2.5006 -0.9722 -0.0982
H6 -1.3812 -1.2823 1.2316
H7 -1.3170 -2.2250 -0.3598
H8 0.5761 -0.1114 1.3669
H9 1.0618 2.3030 0.6165
H10 2.5526 1.1926 0.1402
H11 1.2481 1.5747 -1.1391
H12 1.7913 -1.4308 -1.0909
H13 2.4519 -1.3877 0.4363
H14 0.9683 -2.1792 0.1172

Summary:
Energy: -6447.8279 eV
E_LUMO: 1.1 eV
Molecular weight: 86.18 g/mol
Structure (SMILES): CC(C)C(C)C
Largest force on an atom: 3.8 eV Å⁻¹

Löwdin population analysis, charges in e, atoms 1 to 6: number 1, C, carries -0.101; number 2, C, carries -0.488; number 3, C, carries -0.113; number 4, C, carries -0.381; number 5, C, carries -0.087; number 6, C, carries -0.082



Record 3
Density functional theory data (the ωB97M-V functional and the def2-TZVPD basis) for a structure of composition C23H43Cl2F5N3O5SiSrTe in a non-equilibrium geometry.

Positions of all 84 atoms, in Å:
C1 3.0493 -2.2560 -3.1189
C2 2.4912 -1.5268 -4.2993
H1 2.9957 -3.3343 -3.2851
H2 2.5321 -2.0078 -2.1860
H3 4.1069 -1.9986 -2.9839
C3 2.4560 -2.0317 -5.5431
C4 2.9650 -3.3593 -5.9682
H4 2.0373 -1.4457 -6.3610
H5 2.6745 -4.1750 -5.2956
H6 4.0558 -3.3890 -6.0894
H7 2.5480 -3.5684 -6.9583
Sr1 0.1782 -0.0760 2.8418
Cl1 2.3255 0.7310 1.1338
C5 -0.2427 3.0306 1.3148
O1 -0.7575 2.1636 2.0555
N1 -0.9564 3.7533 0.4430
C6 -2.3907 3.5213 0.3160
C7 -0.3671 4.7983 -0.3930
H8 0.8347 3.2637 1.2957
H9 -2.7507 2.9427 1.1740
H10 -2.6134 2.9954 -0.6205
H11 -2.8965 4.4873 0.2442
H12 0.6323 5.0387 -0.0117
H13 -1.0141 5.6819 -0.3847
H14 -0.2898 4.4758 -1.4389
H15 -4.1602 2.0491 7.2689
H16 -2.0271 2.3264 8.7679
C8 -3.8116 1.0240 7.0834
C9 -1.8503 1.2707 8.5228
N2 -2.3677 0.9621 7.2032
H17 -4.1082 0.7037 6.0877
C10 -1.5756 0.6054 6.1656
O2 -1.9782 0.1411 5.0844
H18 -0.7822 1.0596 8.5522
H19 -0.4948 0.7745 6.3523
H20 -4.2782 0.3813 7.8404
H21 -2.3748 0.6661 9.2737
H22 -0.0583 -5.9467 2.0464
H23 0.1133 -3.4038 0.3213
C11 -1.0989 -5.6101 2.1146
C12 -0.8347 -3.9598 0.2702
N3 -1.2568 -4.2500 1.6330
H24 -1.4309 -5.6505 3.1556
C13 -1.4074 -3.2213 2.4912
O3 -1.5130 -2.0267 2.1466
H25 -1.6030 -3.3506 -0.2195
H26 -1.4253 -3.5054 3.5654
H27 -1.7062 -6.2874 1.5033
H28 -0.6730 -4.9100 -0.2461
O4 0.8390 -0.4392 -3.0159
C14 1.8682 -0.1785 -3.9802
C15 0.2315 0.1629 -5.8882
C16 1.3646 0.5842 -5.1950
H29 -0.3486 -0.6674 -5.4848
C17 -0.1070 0.7798 -7.0942
H30 2.6486 0.4294 -3.4916
C18 2.1272 1.6625 -5.6645
H31 -1.0030 0.4599 -7.6166
C19 0.7025 1.7917 -7.6121
C20 1.8028 2.2538 -6.8860
H32 2.9818 1.9996 -5.0678
H33 0.4736 2.2394 -8.5775
H34 2.4115 3.0791 -7.2626
Si1 -0.5643 0.1625 -2.3484
Cl2 1.4574 -3.0080 2.3652
C21 -2.0381 -0.5841 -3.2024
C22 -0.4914 2.0182 -2.5343
C23 -0.5290 -0.3293 -0.5460
H35 -2.0684 -0.3272 -4.2698
H36 -2.9723 -0.2182 -2.7540
H37 -2.0342 -1.6788 -3.1048
H38 -0.2631 -1.3903 -0.4264
H39 -1.4563 -0.1498 0.0237
H40 0.2987 0.2619 -0.0931
H41 -0.3343 2.3180 -3.5785
H42 0.3578 2.3813 -1.9406
H43 -1.4045 2.5194 -2.1862
F1 1.5251 -0.3950 7.3787
Te1 2.4246 0.8828 6.2831
F2 3.4252 2.2472 5.4164
F3 3.5035 1.1460 7.8205
F4 1.3352 2.2692 7.0266
F5 3.6956 -0.4057 5.7260
O5 1.2395 0.5663 4.9161

Summary:
Total charge: -1
Energy: -93905.8156 eV
E_LUMO: 2.0 eV
Molecular weight: 850.82 g/mol
Largest force on an atom: 1.9 eV Å⁻¹

Löwdin population analysis, charges in e, atoms 1 to 6: number 1, C, carries -0.024; number 2, C, carries -0.224; number 3, H, carries 0.072; number 4, H, carries 0.090; number 5, H, carries 0.094; number 6, C, carries -0.112



Record 4
Density functional theory data (the ωB97M-V functional and the def2-TZVPD basis) for a structure of composition H9O5 in a non-equilibrium geometry.

Positions of all 14 atoms, in Å:
O1 0.9612 0.3416 0.9654
H1 1.0121 1.2569 1.2593
O2 -0.1509 -0.4746 3.3931
H2 -0.1410 -1.4054 3.1613
H3 0.1118 -0.0430 2.5422
O3 -1.1143 0.7307 -0.2739
H4 -1.9752 0.5096 0.0866
H5 -0.1817 0.5421 0.3659
O4 1.7126 -0.9322 -1.2955
H6 1.6322 -0.3205 -0.5439
H7 0.9360 -0.7049 -1.8420
O5 -1.1134 0.3106 -2.7749
H8 -0.4520 -0.1280 -3.2992
H9 -1.2377 0.3171 -1.7444

Summary:
Total charge: -1
Energy: -10385.0416 eV
E_LUMO: 4.3 eV
Molecular weight: 89.07 g/mol
Largest force on an atom: 1.8 eV Å⁻¹

Löwdin population analysis, charges in e, atoms 1 to 6: number 1, O, carries -0.320; number 2, H, carries -0.013; number 3, O, carries -0.120; number 4, H, carries 0.011; number 5, H, carries -0.017; number 6, O, carries -0.202



Record 5
Density functional theory data (the ωB97M-V functional and the def2-TZVPD basis) for the molecule CH3N3S in a non-equilibrium geometry.

Positions of all 8 atoms, in Å:
C1 -0.7024 0.4362 0.0421
N1 0.0674 1.5114 -0.4273
N2 1.9192 0.6039 0.3942
N3 -0.0614 -0.8304 -0.3512
S1 1.6014 -0.7672 -0.0514
H1 -0.6429 0.3681 1.1166
H2 -1.6748 0.4858 -0.3114
H3 -0.5065 -1.8077 -0.4117

Summary:
Energy: -16384.7883 eV
E_LUMO (alpha / beta): -0.6 / -0.7 eV
Molecular weight: 89.12 g/mol
Largest force on an atom: 3.1 eV Å⁻¹

Löwdin population analysis, charges in e, atoms 1 to 6: number 1, C, carries -0.474; number 2, N, carries 0.086; number 3, N, carries -0.392; number 4, N, carries -0.359; number 5, S, carries 0.844; number 6, H, carries 0.087



Record 6
Density functional theory data (the ωB97M-V functional and the def2-TZVPD basis) for the molecule C3H2N2O2S in a non-equilibrium geometry.

Positions of all 10 atoms, in Å:
C1 1.7095 0.6212 -0.0119
C2 1.7745 -0.6659 0.0190
C3 -0.4864 0.5830 0.1185
N1 0.5013 1.3674 0.0464
N2 -0.5054 -0.7557 0.1478
O1 -2.9110 -0.3195 1.1087
O2 -2.6095 -0.2578 -1.3443
S1 -2.0673 -0.1713 -0.0302
H1 2.5596 1.2843 -0.0962
H2 2.0347 -1.6857 0.0421

Summary:
Energy: -21047.0882 eV
E_LUMO (alpha / beta): -2.1 / -2.1 eV
Molecular weight: 130.13 g/mol
Largest force on an atom: 1.9 eV Å⁻¹

Löwdin population analysis, charges in e, atoms 1 to 6: number 1, C, carries -0.200; number 2, C, carries 0.274; number 3, C, carries -0.505; number 4, N, carries 0.076; number 5, N, carries 0.001; number 6, O, carries -0.275



Record 7
Density functional theory data (the ωB97M-V functional and the def2-TZVPD basis) for the molecule C4H4OS in a non-equilibrium geometry.

Positions of all 10 atoms, in Å:
C1 0.8479 1.1025 -0.0197
C2 0.0386 0.0566 -0.0947
C3 0.5503 -1.3993 -0.0070
O1 1.7098 -1.6155 -0.0665
C4 -1.3822 0.3603 -0.0261
S1 -2.4211 -0.8798 -0.0532
H1 0.5523 2.1811 0.0745
H2 1.9550 0.8718 -0.1224
H3 -0.2173 -2.0801 0.2944
H4 -1.6334 1.4024 0.0206

Summary:
Energy: -17093.4202 eV
E_LUMO: -1.0 eV
Molecular weight: 100.14 g/mol
Structure (SMILES): C=C(C=O)C=S
Largest force on an atom: 2.9 eV Å⁻¹

Löwdin population analysis, charges in e, atoms 1 to 6: number 1, C, carries 0.093; number 2, C, carries -0.365; number 3, C, carries -0.245; number 4, O, carries 0.082; number 5, C, carries -0.614; number 6, S, carries 0.734



Record 8
Density functional theory data (the ωB97M-V functional and the def2-TZVPD basis) for a cluster of 4 separate species, H10NO3 in total.

Positions of all 14 atoms, in Å:
N1 -0.1811 0.5755 1.1415
H1 0.7521 0.9113 1.3762
H2 -0.7933 1.3965 1.1874
H3 -0.1875 0.2307 0.1412
H4 -0.4501 -0.1656 1.8200
H5 2.5988 0.6510 -3.0930
H6 1.4100 0.7919 -3.9941
O1 1.6416 0.8102 -3.0578
H7 -0.5956 -2.2498 3.1371
H8 -1.4228 -1.0849 3.7435
O2 -0.9471 -1.3698 2.9569
H9 -0.1627 0.4179 -2.1351
H10 -1.0604 -0.8360 -1.7963
O3 -0.6020 -0.0789 -1.4276

Summary:
Total charge: +1
Energy: -7789.4291 eV
E_LUMO: -3.1 eV
Molecular weight: 72.08 g/mol
Largest force on an atom: 0.7 eV Å⁻¹

Löwdin population analysis, charges in e, atoms 1 to 6: number 1, N, carries 0.271; number 2, H, carries 0.146; number 3, H, carries 0.152; number 4, H, carries 0.082; number 5, H, carries 0.075; number 6, H, carries 0.065



Record 9
Density functional theory data (the ωB97M-V functional and the def2-TZVPD basis) for a structure of composition HNO3S in a non-equilibrium geometry.

Positions of all 6 atoms, in Å:
N1 1.2318 -0.2199 0.0508
O1 0.6773 -1.2413 -0.0840
O2 2.3076 0.2063 0.3189
O3 -1.6152 0.2443 -0.5234
S1 -0.4791 1.3360 0.0628
H1 -2.1225 -0.3254 0.1749

Summary:
Energy: -18479.0433 eV
E_LUMO: -1.3 eV
Molecular weight: 95.08 g/mol
Largest force on an atom: 4.4 eV Å⁻¹

Computed Löwdin charges, given in elementary charges: number 1, N, carries -0.441; number 2, O, carries 0.072; number 3, O, carries 0.077; number 4, O, carries -0.576; number 5, S, carries 0.769; number 6, H, carries 0.098



Record 10
Density functional theory data (the ωB97M-V functional and the def2-TZVPD basis) for the molecule C4H6N2O in a non-equilibrium geometry.

Positions of all 13 atoms, in Å:
C1 2.2290 0.0009 0.1005
O1 1.2447 -1.0439 -0.1881
C2 0.0135 -0.6085 -0.1365
C3 -0.4954 0.6902 -0.0999
C4 -1.8729 0.5963 -0.0613
N1 -2.0413 -0.7615 0.0834
N2 -0.9595 -1.5322 -0.0156
H1 2.1444 0.9502 -0.5323
H2 3.2367 -0.4077 -0.0419
H3 2.0219 0.3201 1.1268
H4 0.0346 1.6560 -0.2318
H5 -2.6488 1.4334 -0.0026
H6 -2.9070 -1.2933 -0.0006

Summary:
Energy: -9271.3918 eV
E_LUMO: 1.0 eV
Molecular weight: 98.11 g/mol
Structure (SMILES): COc1cc[nH]n1
Largest force on an atom: 3.1 eV Å⁻¹

Löwdin population analysis, charges in e, atoms 1 to 6: number 1, C, carries -0.050; number 2, O, carries -0.056; number 3, C, carries -0.447; number 4, C, carries -0.067; number 5, C, carries -0.083; number 6, N, carries -0.079



Record 11
Density functional theory data (the ωB97M-V functional and the def2-TZVPD basis) for a structure of composition C16H23N7O6S2Y in a non-equilibrium geometry.

Positions of all 55 atoms, in Å:
Y1 0.3248 -0.1043 0.2980
N1 -0.0844 -0.4796 2.7576
C1 0.9120 -1.3786 3.3638
C2 0.9421 -2.6780 2.5871
N2 1.1012 -2.4432 1.1349
C3 2.4419 -2.7660 0.6070
C4 3.4185 -1.6296 0.8251
N3 2.9309 -0.4116 0.1450
H1 -0.1926 0.3594 3.3169
H2 -0.9926 -0.9480 2.7430
H3 0.6937 -1.5814 4.4153
H4 1.8861 -0.8864 3.3303
H5 0.0041 -3.2105 2.7394
H6 1.7473 -3.3131 2.9669
H7 0.4329 -3.0420 0.6585
H8 2.3335 -2.9547 -0.4607
H9 2.8315 -3.6806 1.0640
H10 4.4100 -1.9279 0.4771
H11 3.5166 -1.4049 1.8898
H12 3.0082 -0.5458 -0.8613
H13 3.5233 0.3778 0.3770
N4 -0.1933 4.4537 -0.0673
C5 -1.0924 4.1648 -1.0770
C6 -1.0290 2.8228 -1.2654
N5 -0.1371 2.2771 -0.3629
C7 0.3373 3.2859 0.3358
C8 1.2940 3.0398 1.4064
N6 1.5889 1.8048 1.7463
C9 2.5211 1.9112 2.7590
C10 2.7771 3.2201 3.0159
N7 1.9818 3.9342 2.1466
H14 -0.0162 5.3686 0.3098
H15 -1.6627 4.9346 -1.5646
H16 -1.5585 2.2052 -1.9681
H17 2.9548 1.0524 3.2415
H18 3.4304 3.7062 3.7184
H19 1.9561 4.9367 2.0695
O1 -3.9785 -1.4218 0.3510
S1 -2.5816 -1.7055 0.3609
O2 -2.0556 -2.4976 1.4577
O3 -1.7751 -0.4366 0.2666
C11 -2.2428 -2.6768 -1.1227
C12 -3.0343 -3.8230 -1.0771
C13 -3.0203 -4.7657 -2.0906
C14 -2.2020 -4.5775 -3.1856
C15 -1.4007 -3.4494 -3.2500
C16 -1.3996 -2.4887 -2.2416
S2 -0.2470 -1.1528 -2.5510
O4 -0.9142 0.1024 -2.2484
O5 0.2995 -1.3360 -3.8528
O6 0.8046 -1.3180 -1.4692
H20 -3.6947 -3.9719 -0.2328
H21 -3.6609 -5.6344 -2.0180
H22 -2.1801 -5.2962 -3.9934
H23 -0.7590 -3.2944 -4.1047

Summary:
Total charge: +1
Energy: -62396.0084 eV
E_LUMO: -2.8 eV
Molecular weight: 562.44 g/mol
Largest force on an atom: 1.4 eV Å⁻¹

Löwdin population analysis, charges in e, atoms 1 to 6: number 1, Y, carries 1.552; number 2, N, carries -0.042; number 3, C, carries -0.223; number 4, C, carries -0.184; number 5, N, carries -0.109; number 6, C, carries -0.200



Record 12
Density functional theory data (the ωB97M-V functional and the def2-TZVPD basis) for a structure of composition C17H28N4O4ReS6SbSe in a non-equilibrium geometry.

Positions of all 62 atoms, in Å:
Re1 0.4431 -2.3207 0.9631
O1 1.7268 -4.1574 -2.1928
S1 1.4648 -3.4569 -1.0052
O2 2.4737 -2.4983 -0.4555
O3 1.0868 -4.2350 0.2458
O4 0.2059 -2.4770 -1.0241
S2 1.9314 -3.4162 5.7615
Sb1 1.2546 -1.4369 4.7329
S3 -0.8829 -3.0053 2.4091
S4 2.2795 -1.8970 2.4072
S5 3.3352 -1.8138 5.8188
C1 6.4039 -2.2814 0.3368
N1 5.1350 -2.7571 0.9097
C2 4.9181 -2.9990 2.1760
N2 5.8134 -2.8304 3.1288
S6 3.3428 -3.6794 2.6463
H1 6.4794 -2.6648 -0.6756
H2 7.2445 -2.6638 0.9093
H3 6.4293 -1.1935 0.3151
H4 4.3102 -2.8029 0.2976
H5 6.7435 -2.4828 2.9475
H6 5.5607 -3.0420 4.0832
C3 -2.1355 3.1533 1.4206
C4 -2.7491 2.2449 2.4913
C5 -3.8103 1.2811 1.9548
C6 -3.2551 0.0025 1.3401
N3 -2.6918 0.2043 -0.0072
C7 -1.4041 0.1714 -0.3583
Se1 0.0564 0.0627 0.8642
N4 -1.2929 0.3288 -1.6755
C8 -0.0572 0.3525 -2.4917
C9 0.3343 1.7670 -2.8837
C10 0.7894 2.6369 -1.7206
C11 1.1284 4.0540 -2.1715
C12 -2.5797 0.4460 -2.2156
C13 -3.0124 0.6200 -3.5296
C14 -4.3738 0.7122 -3.7143
C15 -5.2766 0.6312 -2.6332
C16 -4.8415 0.4531 -1.3400
C17 -3.4621 0.3638 -1.1616
H7 -1.4940 3.9114 1.8722
H8 -2.9178 3.6755 0.8653
H9 -1.5231 2.6053 0.6985
H10 -3.2091 2.8727 3.2546
H11 -1.9606 1.6701 2.9894
H12 -4.4283 1.8013 1.2172
H13 -4.4771 0.9692 2.7612
H14 -4.0317 -0.7561 1.2496
H15 -2.4554 -0.4058 1.9587
H16 -0.2555 -0.2577 -3.3702
H17 0.7198 -0.1356 -1.9066
H18 -0.5152 2.2474 -3.3804
H19 1.1347 1.6845 -3.6232
H20 1.6621 2.1786 -1.2435
H21 0.0007 2.6824 -0.9599
H22 1.9292 4.0480 -2.9143
H23 1.4543 4.6702 -1.3335
H24 0.2601 4.5391 -2.6234
H25 -2.3226 0.6788 -4.3607
H26 -4.7632 0.8495 -4.7136
H27 -6.3375 0.7131 -2.8271
H28 -5.5363 0.3835 -0.5140

Summary:
Total charge: +2
Energy: -171248.5244 eV
E_LUMO: -7.3 eV
Molecular weight: 931.76 g/mol
Largest force on an atom: 1.8 eV Å⁻¹

Löwdin population analysis, charges in e, atoms 1 to 6: number 1, Re, carries 0.569; number 2, O, carries -0.171; number 3, S, carries 0.387; number 4, O, carries -0.443; number 5, O, carries -0.442; number 6, O, carries -0.470